No. 1
The following is a DFT calculation (ωB97M-V/def2-TZVPD) of a structure of composition C25H35AsBr2ClNNiO3Si3.

Calculated values
HOMO energy (alpha / beta) ... -7.270 / -7.276 eV
DFT total energy ... -11475.0507 Eh
Lowest unoccupied orbital energy (alpha / beta) ... -0.2 / -0.2 eV
Spin multiplicity ... 1
Molecular weight ... 810.69 g/mol
Energy above the lowest of the compared OMol25 structures with the same formula, charge and spin ... 0.0 kcal per mole

Element x y z (Å)
Ni 0.2128 0.6468 0.2197
Br 0.1794 -3.5443 -2.6347
C 1.5268 -2.7873 -1.5534
C 2.6962 -3.5179 -1.2992
C 3.7018 -3.0065 -0.5248
Br 5.2770 -4.0247 -0.2518
C 3.5634 -1.7312 0.0710
C 4.5174 -1.0990 0.8994
C 4.2471 0.1274 1.4397
C 3.0042 0.7282 1.1863
N 2.1005 0.1676 0.4193
C 2.3662 -1.0312 -0.1705
C 1.3277 -1.5039 -1.0560
O 0.3310 -0.7370 -1.3086
H 2.8002 -4.5030 -1.7324
H 5.4556 -1.5975 1.1011
H 4.9651 0.6347 2.0682
H 2.7393 1.6810 1.6267
Cl -6.5543 -2.0908 0.3838
C -5.0724 -1.1829 0.2965
C -5.0855 0.1121 -0.2376
C -3.9299 0.8434 -0.3264
C -2.6867 0.3272 0.1198
O -1.6323 1.0701 0.0077
C -2.7050 -0.9742 0.6782
C -1.5201 -1.5761 1.2273
O -0.4261 -1.0345 1.3432
C -3.8977 -1.7170 0.7454
H -6.0219 0.5300 -0.5836
H -3.9417 1.8411 -0.7426
H -1.6241 -2.6131 1.5822
H -3.8755 -2.7159 1.1637
C 3.2278 4.3181 1.5772
Si 2.2717 4.5033 -0.0291
C 1.6348 6.2565 -0.1980
C 3.4787 4.1530 -1.4131
As 0.3997 3.0592 -0.0989
Si -0.2673 3.0534 -2.3859
C -0.1179 4.7819 -3.0910
C -1.9530 2.3895 -2.7826
C 1.0292 1.9483 -3.1398
Si -0.7566 3.5223 1.9295
C -0.0310 2.2987 3.1461
C -0.3641 5.2329 2.5942
C -2.6124 3.3720 1.8803
H 3.8065 5.2321 1.7355
H 3.9365 3.4918 1.5070
H 2.6102 4.1624 2.4611
H 2.4672 6.9648 -0.2094
H 0.9721 6.5250 0.6216
H 1.0730 6.3788 -1.1223
H 4.2439 4.9339 -1.4070
H 3.0264 4.1381 -2.4030
H 3.9753 3.1930 -1.2558
H -0.8286 5.4742 -2.6375
H -0.3367 4.7316 -4.1614
H 0.8833 5.1962 -2.9799
H -2.7542 3.0647 -2.4792
H -2.1211 1.4137 -2.3321
H -1.9866 2.2816 -3.8707
H 2.0442 2.2965 -2.9522
H 0.8751 1.9028 -4.2217
H 0.9282 0.9390 -2.7372
H 1.0243 2.5065 3.3387
H -0.1132 1.2603 2.8133
H -0.5701 2.3839 4.0938
H 0.6789 5.5288 2.5111
H -0.6206 5.2279 3.6578
H -0.9754 5.9962 2.1097
H -2.9370 2.3439 2.0264
H -3.0329 3.7192 0.9367
H -3.0197 3.9871 2.6869

In the Löwdin picture, each atom carries the following charge in e: number 1, Ni, carries 0.3138; number 2, Br, carries 0.7675; number 3, C, carries -0.6099; number 4, C, carries -0.1687; number 5, C, carries -0.6394; number 6, Br, carries 0.7553; number 7, C, carries -0.1860; number 8, C, carries -0.0156; number 9, C, carries -0.0326; number 10, C, carries -0.1080; number 11, N, carries 0.0499; number 12, C, carries -0.1140; number 13, C, carries -0.4309; number 14, O, carries -0.1259; number 15, H, carries 0.0953; number 16, H, carries 0.0829; number 17, H, carries 0.1086; number 18, H, carries 0.0735; number 19, Cl, carries 0.6459; number 20, C, carries -0.6731; number 21, C, carries -0.0838; number 22, C, carries -0.0123; number 23, C, carries -0.3292; number 24, O, carries -0.2192; number 25, C, carries -0.1147; number 26, C, carries -0.1504; number 27, O, carries 0.0016; number 28, C, carries -0.0596; number 29, H, carries 0.1087; number 30, H, carries 0.1034; number 31, H, carries 0.1390; number 32, H, carries 0.1157; number 33, C, carries -0.2132; number 34, Si, carries 0.2968; number 35, C, carries -0.2040; number 36, C, carries -0.2116; number 37, As, carries 0.9426; number 38, Si, carries 0.3263; number 39, C, carries -0.2229; number 40, C, carries -0.1912; number 41, C, carries -0.1978; number 42, Si, carries 0.3238; number 43, C, carries -0.2104; number 44, C, carries -0.2232; number 45, C, carries -0.1983; number 46, H, carries 0.0409; number 47, H, carries 0.0159; number 48, H, carries 0.0122; number 49, H, carries 0.0407; number 50, H, carries 0.0065; number 51, H, carries 0.0096; number 52, H, carries 0.0394; number 53, H, carries 0.0093; number 54, H, carries 0.0338; number 55, H, carries 0.0329; number 56, H, carries 0.0370; number 57, H, carries 0.0061; number 58, H, carries 0.0341; number 59, H, carries 0.0200; number 60, H, carries 0.0445; number 61, H, carries 0.0106; number 62, H, carries 0.0444; number 63, H, carries 0.0141; number 64, H, carries 0.0196; number 65, H, carries 0.0127; number 66, H, carries 0.0412; number 67, H, carries -0.0009; number 68, H, carries 0.0390; number 69, H, carries 0.0357; number 70, H, carries 0.0274; number 71, H, carries 0.0314; number 72, H, carries 0.0372

=====

No. 2
The following is a DFT calculation (ωB97M-V/def2-TZVPD) of a cluster of 3 separate species, C34H39N4O6 in total at a distorted geometry.

Calculated values
HOMO energy ... -10.457 eV
DFT total energy ... -1989.1515 Eh
Lowest unoccupied orbital energy ... -3.5 eV
Spin multiplicity ... 1
Molecular weight ... 599.71 g/mol
Energy above the lowest of the compared OMol25 structures with the same formula, charge and spin ... 0.0 kcal per mole
Total charge ... +1

Element x y z (Å)
C -3.1711 5.1678 0.0108
C -2.8816 3.7056 -0.1556
N -2.5770 2.8890 0.7583
C -3.0235 3.1277 -1.5552
C -2.1892 1.8954 -1.6536
C -0.7868 1.9942 -1.6254
N -0.1730 3.2660 -1.5869
C -0.2663 4.0512 -2.8516
C 1.1980 3.2067 -1.1198
C 1.4526 3.4390 0.3318
O 2.0859 2.9624 -1.8763
C -0.0542 0.8201 -1.6098
C -0.6626 -0.4310 -1.6360
C 0.1418 -1.6921 -1.5532
C 0.0599 -2.2543 -0.1173
C 1.3721 -2.0020 0.6552
N 1.2246 -1.7558 2.0781
C 0.7726 -0.3897 2.3783
C 1.5748 0.2717 3.4684
C 2.8574 -0.1486 3.8085
C 3.5970 0.4918 4.8046
C 3.0553 1.5832 5.4822
C 1.7727 2.0173 5.1591
C 1.0438 1.3632 4.1685
O -0.2281 1.7857 3.8217
C -2.0399 -0.4575 -1.6986
N -2.7644 0.6812 -1.7077
C -4.2282 0.5380 -1.7394
H -4.0021 5.3391 0.6881
H -2.2975 5.6901 0.3896
H -3.4496 5.6048 -0.9437
H -2.5448 3.3580 1.6626
H -2.7757 3.8429 -2.3268
H -4.0810 2.9149 -1.6724
H -0.5277 3.4278 -3.7001
H 0.6747 4.5419 -3.0593
H -1.0055 4.8361 -2.7300
H 2.4561 3.8369 0.4138
H 1.4750 2.4629 0.8168
H 0.7213 4.0790 0.8062
H 1.0224 0.8282 -1.5693
H 1.1775 -1.4492 -1.7599
H -0.2319 -2.4100 -2.2753
H -0.1356 -3.3224 -0.1162
H -0.7489 -1.7950 0.4467
H 2.0618 -2.8320 0.5119
H 1.8608 -1.1283 0.2250
H 0.5297 -2.3738 2.4718
H -0.2753 -0.3843 2.6762
H 0.8403 0.2374 1.4858
H 3.3008 -0.9915 3.3015
H 4.5856 0.1542 5.0719
H 3.6254 2.0904 6.2423
H 1.3475 2.8618 5.6830
H -0.5790 2.2726 4.5737
H -2.5741 -1.3920 -1.7186
H -4.6835 1.0644 -0.9118
H -4.4859 -0.5087 -1.7424
H -4.6060 0.9677 -2.6629
C 0.9015 -0.3600 -6.8991
C 1.4858 -1.5025 -6.5450
C 2.1946 -1.6363 -5.2465
O 2.7162 -2.6774 -4.9138
C 2.2288 -0.4448 -4.3608
C 1.6456 0.6968 -4.7146
C 0.9329 0.8278 -6.0099
O 0.3857 1.8657 -6.3172
H 0.3780 -0.2415 -7.8392
H 1.4729 -2.3821 -7.1759
H 2.7553 -0.5623 -3.4214
H 1.6610 1.5779 -4.0819
C -0.8346 -6.1702 2.2778
C -0.2654 -7.2734 2.7554
C 0.3996 -7.2832 4.0851
O 0.9193 -8.2851 4.5188
C 0.4017 -6.0143 4.8584
C -0.1684 -4.9127 4.3780
C -0.8293 -4.9064 3.0516
O -1.3491 -3.8968 2.6126
H -1.3250 -6.1407 1.3129
H -0.2571 -8.2077 2.2089
H 0.8901 -6.0429 5.8239
H -0.1776 -3.9778 4.9244

In the Löwdin picture, each atom carries the following charge in e: number 1, C, carries -0.0142; number 2, C, carries -0.4049; number 3, N, carries 0.1760; number 4, C, carries -0.0671; number 5, C, carries -0.1153; number 6, C, carries -0.1382; number 7, N, carries -0.0279; number 8, C, carries -0.0011; number 9, C, carries -0.4780; number 10, C, carries 0.0448; number 11, O, carries 0.1253; number 12, C, carries 0.0907; number 13, C, carries -0.1584; number 14, C, carries -0.1232; number 15, C, carries -0.1494; number 16, C, carries -0.2167; number 17, N, carries -0.0450; number 18, C, carries -0.1598; number 19, C, carries -0.1497; number 20, C, carries -0.0305; number 21, C, carries -0.0819; number 22, C, carries -0.0817; number 23, C, carries -0.0285; number 24, C, carries -0.2727; number 25, O, carries 0.0262; number 26, C, carries 0.0417; number 27, N, carries -0.0118; number 28, C, carries 0.0349; number 29, H, carries 0.0904; number 30, H, carries 0.0899; number 31, H, carries 0.0789; number 32, H, carries 0.0754; number 33, H, carries 0.1084; number 34, H, carries 0.1161; number 35, H, carries 0.0965; number 36, H, carries 0.0984; number 37, H, carries 0.0775; number 38, H, carries 0.0991; number 39, H, carries 0.0848; number 40, H, carries 0.0853; number 41, H, carries 0.1240; number 42, H, carries 0.0958; number 43, H, carries 0.1254; number 44, H, carries 0.1065; number 45, H, carries 0.1077; number 46, H, carries 0.1200; number 47, H, carries 0.1056; number 48, H, carries 0.0804; number 49, H, carries 0.1228; number 50, H, carries 0.1042; number 51, H, carries 0.1044; number 52, H, carries 0.0991; number 53, H, carries 0.1022; number 54, H, carries 0.1106; number 55, H, carries 0.1013; number 56, H, carries 0.1501; number 57, H, carries 0.1069; number 58, H, carries 0.0996; number 59, H, carries 0.1136; number 60, C, carries 0.0246; number 61, C, carries 0.0278; number 62, C, carries -0.3842; number 63, O, carries 0.1156; number 64, C, carries 0.0137; number 65, C, carries 0.0185; number 66, C, carries -0.3822; number 67, O, carries 0.1033; number 68, H, carries 0.1248; number 69, H, carries 0.1259; number 70, H, carries 0.1196; number 71, H, carries 0.1026; number 72, C, carries 0.0163; number 73, C, carries 0.0302; number 74, C, carries -0.3794; number 75, O, carries 0.1265; number 76, C, carries 0.0317; number 77, C, carries 0.0192; number 78, C, carries -0.3854; number 79, O, carries 0.0709; number 80, H, carries 0.1196; number 81, H, carries 0.1259; number 82, H, carries 0.1268; number 83, H, carries 0.1234